Entry 1:
DFT (ωB97M-V/def2-TZVPD) results for a 3-piece molecular cluster, C5H16O2 overall.

The value obtained for the relative energy (zero: lowest compared OMol25 entry of this formula, charge and spin) is 1.018 eV. As for the SMILES: CCCCC.O.O. Its largest force on an atom is 2.30 eV/Å. As for the gap between HOMO and LUMO: 11.43 eV.

Each line ends with the Löwdin charge.
Geometry (Å):
C: 1.319985 -0.931145 -0.870816  -0.1094
C: -0.192087 -0.621001 -0.771901  -0.2580
C: -0.481860 0.798176 -0.314759  -0.2241
C: 0.277472 1.180907 0.991402  -0.2790
C: -0.600699 2.071718 1.904134  -0.1194
H: 2.026259 -0.145678 -0.610367  0.0636
H: 1.598038 -1.239421 -1.874368  0.0607
H: 1.519771 -1.783959 -0.225010  0.0657
H: -0.734872 -1.357504 -0.176620  0.1011
H: -0.587017 -0.842718 -1.771498  0.0961
H: -0.367378 1.604419 -1.036450  0.1086
H: -1.518127 0.883947 0.036830  0.0939
H: 0.742716 0.462503 1.649320  0.1003
H: 1.144962 1.765076 0.652505  0.0953
H: -1.408099 1.421868 2.248073  0.0700
H: -0.025147 2.289379 2.802213  0.0636
H: -0.905286 2.983927 1.398480  0.0715
H: 2.129442 2.413997 -4.210727  0.0243
H: 1.540086 2.380062 -5.647500  0.0302
O: 2.334960 2.240900 -5.129284  -0.0550
H: -2.644893 -3.517932 4.306250  0.0296
H: -2.612827 -4.674363 3.381969  0.0325
O: -2.526904 -4.472850 4.321613  -0.0621

Cartesian forces, eV/Å:
-0.1 -0.8 0.2
0.4 0.1 -1.3
-0.7 -0.5 2.1
0.4 2.0 -0.6
1.0 -1.1 -0.1
-0.3 0.3 0.2
-0.1 -0.1 -0.2
0.4 0.0 0.1
0.3 0.2 0.5
-0.2 0.5 0.0
0.3 -0.2 -0.3
-0.2 -0.3 -0.6
-0.3 -1.1 -0.3
0.0 0.1 0.3
-0.5 0.5 -0.2
0.0 0.4 0.0
-0.4 0.0 0.2
-0.3 0.1 0.1
-0.2 0.1 0.2
0.4 -0.1 -0.3
0.0 0.1 0.4
0.1 -0.3 0.1
-0.1 0.2 -0.5

---

Entry 2:
DFT (ωB97M-V/def2-TZVPD) results for a 4-piece molecular cluster, C5H16O3 overall.

The value obtained for the relative energy (zero: lowest compared OMol25 entry of this formula, charge and spin) is 1.160 eV. As for the SMILES: C=CCCC.O.O.O. Its largest force on an atom is 2.19 eV/Å. As for the gap between HOMO and LUMO: 10.17 eV.

Each line ends with the Löwdin charge.
Geometry (Å):
C: 0.547652 0.259651 1.510910  -0.1101
C: -0.164322 -0.184253 0.252233  -0.2717
C: 0.579970 -1.241868 -0.561073  -0.2287
C: -0.368786 -1.784356 -1.595424  -0.1868
C: -1.105745 -2.883314 -1.431603  0.0000
H: 0.131625 -0.287876 2.365080  0.0701
H: 1.588330 -0.048865 1.549790  0.0818
H: 0.394613 1.296841 1.801049  0.0569
H: -1.135928 -0.560379 0.509293  0.0861
H: -0.251991 0.686694 -0.411362  0.1025
H: 0.877550 -2.025274 0.149817  0.1164
H: 1.505290 -0.896073 -1.001039  0.0817
H: -0.660836 -1.151644 -2.421817  0.0958
H: -0.754927 -3.644127 -0.741197  0.0590
H: -1.881022 -3.123906 -2.128220  0.0424
H: 1.601751 1.742751 -2.210252  0.0417
H: 3.052043 0.991379 -2.178672  0.0303
O: 2.218051 1.160812 -1.779420  -0.0281
H: -0.483947 3.562395 0.489114  0.0321
H: 0.834867 2.842196 0.656168  -0.0165
O: 0.457619 3.703785 0.571565  -0.0374
H: -2.414547 0.715660 1.465939  0.0044
H: -1.862406 0.387543 2.799399  0.0201
O: -2.704914 0.482238 2.339724  -0.0420

Cartesian forces, eV/Å:
-0.2 -0.9 1.2
1.0 1.1 -0.9
-0.2 -1.1 0.3
-0.8 -0.3 0.5
1.4 0.0 -0.3
0.0 -0.1 0.0
0.3 0.5 -0.3
0.3 0.2 -0.3
-0.5 -0.2 -0.1
-0.4 -0.1 0.0
-0.2 -0.2 -0.2
0.0 0.5 0.0
0.2 0.4 -0.1
-0.5 0.1 0.3
-0.3 -0.2 -0.2
0.5 0.3 -0.8
0.6 0.4 -1.1
-1.0 -0.6 1.9
-0.3 0.0 0.0
0.5 -0.9 0.0
-0.1 1.0 -0.1
-0.1 0.2 -0.8
-0.2 -0.1 0.2
0.1 -0.1 0.6

---

Entry 3:
DFT (ωB97M-V/def2-TZVPD) results for a 3-piece molecular cluster, C5H16O3 overall.

The value obtained for the relative energy (zero: lowest compared OMol25 entry of this formula, charge and spin) is 1.395 eV. As for the SMILES: CC(C)CCO.O.O. Its largest force on an atom is 6.23 eV/Å. As for the gap between HOMO and LUMO: 11.47 eV.

Each line ends with the Löwdin charge.
Geometry (Å):
C: 0.488923 -1.671072 -0.252525  -0.1552
O: -0.199655 -2.022056 1.033083  -0.0914
C: -0.442032 -0.624685 -0.936176  -0.1586
C: -0.100985 0.853470 -0.500192  -0.3319
C: -1.153365 1.938701 -0.982286  -0.0837
C: 1.266343 1.158302 -1.315429  -0.0750
H: 0.672873 -2.565194 -0.883686  0.1245
H: 1.425657 -1.294410 0.094453  0.0811
H: -0.070732 -2.930695 1.200581  0.0558
H: -1.499931 -0.833193 -0.748529  0.1019
H: -0.424031 -0.753418 -1.956584  0.0733
H: 0.093806 0.988761 0.527765  0.0962
H: -2.188480 1.672464 -0.790506  0.0548
H: -1.007813 2.867926 -0.350206  0.0842
H: -1.095921 2.318709 -2.050488  0.0873
H: 1.267642 0.577688 -2.249773  0.0735
H: 2.138298 0.854332 -0.755047  0.0490
H: 1.441648 2.216962 -1.580955  0.0717
H: 1.663504 -0.328214 1.956890  -0.0451
H: 2.582644 0.541663 2.806874  0.0125
O: 2.162690 -0.278727 2.723054  0.0073
H: -2.659578 -1.356592 1.134320  -0.0378
H: -1.790498 -0.634944 2.154474  -0.0270
O: -2.571008 -0.695779 1.720888  0.0323

Cartesian forces, eV/Å:
-2.3 -0.3 1.0
0.4 1.4 -1.6
0.1 0.7 3.1
0.6 0.4 -4.6
0.5 1.0 0.6
-0.8 0.2 0.4
-0.3 0.4 0.4
0.8 0.5 -0.4
0.3 -1.6 0.4
0.2 -0.3 0.7
0.7 0.2 -2.6
-0.1 -0.2 1.3
-0.1 -0.4 0.0
0.0 -0.9 -0.7
0.3 -0.9 1.1
-0.1 0.3 0.2
0.3 -0.2 0.2
-0.4 -0.4 0.3
-1.5 0.1 -2.2
0.7 1.8 -0.1
0.7 -2.0 2.4
0.4 -3.6 -2.8
3.8 -0.5 1.4
-4.4 4.2 1.4

---

Entry 4:
DFT (ωB97M-V/def2-TZVPD) results for one molecule with the formula C5H16SSi2.

The value obtained for the relative energy (zero: lowest compared OMol25 entry of this formula, charge and spin) is 1.619 eV. As for the SMILES: CC(C)[C@@H](C)S[SiH2][SiH3]. Its largest force on an atom is 5.11 eV/Å. As for the gap between HOMO and LUMO: 8.86 eV.

Each line ends with the Löwdin charge.
Geometry (Å):
C: 2.779452 -1.206683 0.488146  -0.0992
C: 2.002001 -0.865062 -1.888307  -0.1093
C: 0.037925 1.381605 -0.673916  -0.1478
C: 2.058830 -0.140131 -0.495997  -0.3879
C: 0.599422 0.216178 0.090282  -0.7313
Si: -3.812898 -0.080055 -0.661866  0.3991
Si: -2.487680 -0.440580 1.171713  0.3496
S: -0.416092 -1.295948 0.066918  0.5327
H: 2.747632 -0.902218 1.538594  0.0604
H: 3.775683 -1.433897 0.185714  0.0428
H: 2.199453 -2.236015 0.462080  0.0882
H: 1.310916 -1.726726 -1.921015  0.0520
H: 1.722020 -0.110959 -2.609929  0.0631
H: 2.983415 -1.273620 -2.047896  0.0622
H: 0.211640 1.358649 -1.653483  0.0193
H: 0.650747 2.310754 -0.323866  0.1230
H: -0.960981 1.677416 -0.440785  0.0356
H: 2.674835 0.782252 -0.657140  0.1352
H: 0.710531 0.547407 1.121217  0.0827
H: -4.680981 1.110318 -0.535870  -0.1239
H: -4.709259 -1.026706 -1.372036  -0.1069
H: -2.967420 0.497840 -1.596467  -0.1583
H: -2.181100 0.791050 2.031866  -0.0749
H: -2.969384 -1.574893 2.078804  -0.1065

Cartesian forces, eV/Å:
-2.7 -0.5 -0.4
-0.6 0.5 1.3
1.3 2.5 4.2
-0.2 -2.3 0.9
1.5 0.0 -0.6
-1.7 0.5 0.1
2.1 -1.4 0.2
-2.3 0.8 1.3
0.2 0.1 -0.2
0.8 0.1 -0.2
1.0 2.1 -0.1
0.1 0.6 0.1
0.0 -0.2 -0.7
0.5 0.1 -0.5
0.3 -0.5 -4.2
-0.8 -1.4 -0.5
-0.9 -0.2 0.1
-0.6 -0.6 0.6
0.1 -0.3 0.2
-0.3 0.0 0.6
0.3 -0.4 0.4
1.6 0.4 -1.5
-0.1 -0.7 -0.7
0.3 0.7 -0.5

---

Number 1: HOMO -10.905 eV. Number 2: HOMO -9.665 eV. Number 3: HOMO -10.764 eV. Number 4: HOMO -8.618 eV.